Record 1
{
  "formula": "C4H5N3",
  "method": "the ωB97M-V functional and the def2-TZVPD basis",
  "symbols": ["C", "C", "C", "C", "N", "N", "N", "H", "H", "H", "H", "H"],
  "xyz": [[-1.12390, -0.04063, -0.80165], [0.00299, -0.40704, 0.02286], [0.54226, 0.52695, 1.09439], [1.29607, 0.83006, -0.12733], [-1.85721, -1.07342, -1.08582], [-1.34471, -2.11904, -0.39649], [-0.31276, -1.90092, 0.22822], [-1.35721, 0.93263, -1.18511], [-0.17800, 1.25383, 1.45564], [1.07490, 0.01670, 1.88509], [0.99677, 1.60686, -0.80422], [2.26080, 0.37405, -0.28557]],
  "lowdin_charge": [-0.14, -0.28, -0.14, 0.05, 0.01, -0.09, 0.06, 0.11, 0.11, 0.12, 0.09, 0.09],
  "orbital_gap_ev": 9.51,
  "charge": 0,
  "smiles": "C1=NN=NC12CC2",
  "e_above_lowest_kcal_mol": 100.8,
  "e_homo_ev": -9.79
}

***

Record 2
{
  "formula": "C4H6Br2N2",
  "method": "the ωB97M-V functional and the def2-TZVPD basis",
  "symbols": ["C", "C", "C", "C", "N", "N", "Br", "Br", "H", "H", "H", "H", "H", "H"],
  "xyz": [[0.07637, -0.65094, 0.54006], [-0.59283, 0.04878, -0.43315], [1.97361, 0.55585, 0.97138], [-2.04794, -0.27782, -0.87251], [1.35038, -0.56071, 0.83611], [0.06752, 1.14061, -0.66352], [2.62688, -2.33238, 1.35283], [-0.31998, 2.48509, -1.89521], [-0.33452, -1.43211, 1.18295], [1.52358, 1.45111, 1.36389], [3.00553, 0.58497, 0.82322], [-2.02010, -1.07896, -1.66630], [-2.57232, 0.59148, -1.44031], [-2.73617, -0.52497, -0.09943]],
  "lowdin_charge": [-0.16, -0.43, 0.01, -0.04, -0.35, -0.42, 0.26, 0.63, 0.12, 0.09, 0.06, 0.09, 0.08, 0.05],
  "orbital_gap_ev": [7.56, 7.38],
  "charge": 0,
  "e_above_lowest_kcal_mol": 0.0,
  "spin_multiplicity": 3,
  "e_homo_ev": [-7.47, -9.46],
  "s_squared": 2.025
}

***

Record 3
{
  "formula": "HN2O4",
  "method": "the ωB97M-V functional and the def2-TZVPD basis",
  "symbols": ["N", "N", "O", "O", "O", "O", "H"],
  "xyz": [[-1.11294, -1.71741, -0.06364], [-0.99411, 0.24062, 0.08874], [-1.59324, 1.15657, -0.16175], [1.15897, 0.85811, 0.51971], [-0.02293, -1.85529, -0.07192], [0.55636, 0.09778, -0.43781], [2.00788, 1.21963, 0.12668]],
  "lowdin_charge": [0.35, 0.04, 0.31, 0.00, 0.28, -0.16, 0.17],
  "orbital_gap_ev": [7.36, 7.36],
  "charge": 1,
  "e_above_lowest_kcal_mol": 26.4,
  "e_homo_ev": [-15.50, -15.50]
}

***

Record 4
{
  "formula": "C6H12N2",
  "method": "the ωB97M-V functional and the def2-TZVPD basis",
  "symbols": ["C", "C", "C", "C", "C", "C", "H", "H", "H", "H", "H", "H", "H", "H", "H", "H", "H", "H", "N", "N"],
  "xyz": [[-0.42773, -1.09178, 1.03972], [-0.33912, -0.54604, -0.24249], [-1.87554, -0.32814, -0.66710], [-0.32907, 0.90868, -0.19573], [1.08019, 1.24172, 0.43351], [1.96660, 0.04313, -0.19689], [-1.57292, -0.99738, 1.37019], [0.31034, -0.64135, 1.91327], [0.03061, -2.19919, 0.74413], [-2.61545, -1.07051, -0.41197], [-1.80576, 0.06944, -1.70410], [-2.54435, 1.58033, -0.15833], [-0.28860, 1.39392, -1.25911], [1.21852, 1.02211, 1.46461], [1.57773, 2.08547, -0.00256], [2.51622, -0.52841, 0.65086], [2.81583, 0.48658, -0.92220], [1.12274, -1.66430, -1.04995], [-1.82900, 0.93555, 0.16998], [0.98875, -0.69984, -0.97588]],
  "lowdin_charge": [-0.08, -0.55, -0.11, -0.29, -0.09, -0.22, 0.13, 0.13, 0.15, 0.10, 0.11, 0.09, 0.16, 0.07, 0.08, 0.12, 0.14, 0.07, -0.01, 0.00],
  "orbital_gap_ev": 9.97,
  "charge": 0,
  "e_above_lowest_kcal_mol": 117.3,
  "e_homo_ev": -8.84
}

***

Record 5
{
  "formula": "C3H10N3Si",
  "method": "the ωB97M-V functional and the def2-TZVPD basis",
  "symbols": ["C", "C", "C", "N", "N", "N", "Si", "H", "H", "H", "H", "H", "H", "H", "H", "H", "H"],
  "xyz": [[1.00233, -1.76443, -0.33320], [-0.62944, -0.21581, 2.07880], [-1.42627, 0.38850, -0.80318], [1.54200, 0.85141, 0.27489], [1.39896, 1.51719, -0.62477], [1.27151, 2.35543, -1.38254], [-0.03397, -0.22692, 0.26735], [0.83651, -1.96261, -1.31987], [1.97304, -1.61179, 0.03444], [0.63675, -2.62140, 0.23552], [0.14705, -0.03310, 2.81678], [-1.47751, 0.51140, 2.19002], [-1.23341, -1.16672, 2.27977], [-1.32457, 1.38228, -1.25379], [-1.54971, -0.17735, -1.77778], [-2.34819, 0.32107, -0.30718], [1.21492, 2.45286, -2.37528]],
  "lowdin_charge": [-0.12, -0.17, -0.16, 0.19, -0.20, 0.31, 0.66, 0.00, 0.01, 0.05, 0.03, 0.05, 0.07, 0.03, 0.07, 0.02, 0.16],
  "orbital_gap_ev": 10.54,
  "charge": 1,
  "e_above_lowest_kcal_mol": 51.1,
  "e_homo_ev": -15.08
}